ORCA calculation (ωB97M-V/def2-TZVPD) on C59H54As2F4N5O3STi as an isolated structure in a non-equilibrium geometry.

Max |F| ... 2.0 eV/Å
Frontier orbital gap ... 0.24437 Ha
Charge ... +1
Energy above the lowest of the compared OMol25 structures with the same formula, charge and spin ... 0.0 kcal/mol
E_LUMO ... -0.13285 hartree

Atoms and positions in Å:
C 0.950 -0.990 -2.110
C -1.538 1.993 7.639
N 0.366 1.168 -1.151
C -0.276 2.127 -6.053
H 2.153 -4.671 -1.902
C 4.644 -0.739 1.527
C 1.978 2.546 3.687
As 2.760 1.487 1.083
H -4.361 -7.408 -2.717
N -3.818 3.150 1.763
C -1.569 -5.728 -1.796
H -6.350 2.308 -2.044
H -0.915 3.666 4.769
C -2.381 -6.604 -2.500
H -1.965 2.144 8.624
H 4.111 0.542 -1.324
H -1.984 3.046 -5.128
O 0.309 3.287 0.865
H -1.967 -1.915 -4.997
C 2.825 2.907 2.446
C 4.097 2.062 -2.830
C -1.185 -4.058 -0.009
C -0.871 1.853 -3.739
H -2.039 2.936 2.890
C -2.438 -2.181 -2.300
F -1.183 3.971 -1.251
H -0.243 -3.509 3.414
C -3.294 -2.675 -3.449
H -4.524 0.858 -2.824
C 1.556 -1.480 -0.954
N -2.133 1.934 1.008
C 3.743 3.370 -3.150
H -6.224 3.453 0.155
C 3.840 1.561 -1.563
C -3.279 1.194 -1.122
F -0.480 -0.208 0.867
H 1.681 -0.837 -0.105
C 0.502 0.424 -2.193
C 2.750 -2.024 3.965
C -3.186 1.882 0.081
Ti -0.024 1.462 0.587
N -1.638 -2.819 0.447
H 3.117 0.079 3.942
H 5.503 2.506 1.062
S -3.545 -1.268 1.434
H 2.449 3.804 1.974
H -4.099 -1.957 -3.638
H 0.939 -3.871 -3.911
H 3.847 3.097 2.749
C 0.715 -1.875 -3.167
H -1.897 4.011 6.996
C -2.575 2.697 1.990
H -4.324 3.772 2.370
C 5.610 1.452 1.281
C -1.502 3.039 6.728
H 1.513 1.116 -6.678
C -3.463 -5.024 -0.484
C -2.784 -2.071 0.189
C -0.322 4.439 0.955
C -4.242 2.656 0.535
H -4.079 -1.485 -1.165
H -1.042 -0.065 7.998
N -3.226 -2.015 -1.075
H -3.067 -3.182 -5.550
C 2.941 3.689 -0.904
H 2.537 4.352 -0.153
H 2.112 -4.073 3.930
H -1.674 -3.609 -4.547
H 4.578 1.431 -3.571
H -1.979 -1.221 -2.574
O -0.075 -4.430 0.310
C 4.496 0.623 1.312
C 1.988 -2.790 -0.877
H 1.932 0.105 -4.473
C -0.986 4.945 -0.367
As 0.373 1.450 3.342
C 2.373 -0.691 3.814
H -0.926 -1.141 3.212
C -4.270 -5.920 -1.172
C 3.256 2.373 -0.589
C -1.126 2.399 -4.989
C 1.136 -3.194 -3.088
C 7.019 -0.442 1.754
C -2.112 -4.924 -0.799
H 3.780 -2.265 4.207
C -5.472 2.188 -1.421
H 3.919 3.754 -4.149
H -1.629 -2.880 -2.124
O -0.438 5.125 1.932
C 1.054 -0.367 3.538
H 0.191 -1.541 -4.054
H 2.446 -3.157 0.033
H -2.472 0.544 -1.429
C -0.955 2.838 5.469
C -0.471 0.548 6.027
H -0.073 -0.422 5.773
H -1.518 2.093 -2.913
H 1.643 3.456 4.174
H -3.755 -3.623 -3.164
H -1.059 -2.436 1.179
C 1.067 0.742 -4.617
H -0.481 2.547 -7.031
C 0.210 0.999 -3.546
H -1.957 -7.224 -3.282
H -3.885 -4.425 0.318
H 3.779 -1.386 1.513
H 7.736 1.572 1.500
C 5.908 -1.270 1.751
C 1.815 -3.036 3.817
C 0.111 -1.390 3.403
H -5.317 -6.011 -0.910
H 8.004 -0.856 1.931
F -0.205 5.859 -0.945
C 0.831 1.311 -5.858
C -0.430 1.595 5.116
H 6.025 -2.334 1.929
H -0.509 -5.654 -2.009
C -2.452 -2.855 -4.711
C 3.173 4.184 -2.183
C -4.424 1.364 -1.868
C -5.408 2.836 -0.205
C -1.022 0.753 7.288
C 1.798 -3.647 -1.955
F -2.169 5.491 -0.097
C 0.490 -2.717 3.531
H 2.558 1.997 4.419
H 2.909 5.209 -2.417
C -3.733 -6.704 -2.184
C 6.869 0.921 1.510

Atomic partial charges in e from the Mulliken method, atoms 1 to 5: 0.66, -0.60, 0.72, -0.72, 0.32